(1)
# C5H9NO

A cluster of 2 separate species, C5H9NO in total at a distorted geometry (ωB97M-V/def2-TZVPD, the Open Molecules 2025 dataset).

Geometry as XYZ:
```
16
Properties=species:S:1:pos:R:3:mulliken_charge:R:1
O -0.15 -1.44 -0.14 -0.28
N 0.94 3.03 0.96 -0.49
C 0.20 1.67 -1.56 -0.70
C 1.02 1.89 0.74 0.22
C 0.95 0.60 0.07 -0.19
C -1.01 -2.46 0.29 -0.72
C 0.02 -0.41 0.78 -0.50
H 1.10 2.27 -1.56 0.28
H -0.62 2.00 -0.93 0.27
H -1.08 -3.18 -0.52 0.24
H -2.02 -2.06 0.51 0.30
H -0.19 1.65 -2.62 0.26
H -0.62 -2.96 1.19 0.29
H 0.41 -0.83 1.74 0.38
H 1.96 0.15 -0.02 0.28
H -0.93 0.08 1.05 0.34
```

## Properties
Gap between HOMO and LUMO (eV): 10.685
ΔE to the lowest compared entry with this formula, charge and spin (eV): 4.4761
Charge: 0
HOMO (eV): -10.29


(2)
# C14H20N2O2

A cluster of 2 separate species, C14H20N2O2 in total at a distorted geometry (ωB97M-V/def2-TZVPD, the Open Molecules 2025 dataset).

Geometry as XYZ:
```
38
Properties=species:S:1:pos:R:3:mulliken_charge:R:1
O -1.55 -1.21 2.29 -0.75
O -1.96 -2.23 0.37 -0.77
N -1.80 -7.19 -0.04 0.12
N -1.16 -1.83 1.26 1.09
C -0.52 -4.95 2.54 -0.28
C -2.44 -3.52 5.44 -0.76
C -2.15 -4.02 4.18 -0.29
C 0.17 -4.31 4.85 -0.36
C -1.07 -6.26 0.56 -0.42
C -1.38 -7.74 -1.32 -0.79
C -1.45 -5.57 1.72 0.07
C 0.52 -2.65 -0.17 -1.15
C -1.44 -3.42 6.42 -0.35
C 0.16 -2.11 1.13 0.58
C -0.83 -4.43 3.85 0.76
C 1.02 -1.44 2.09 -1.26
C -3.13 -7.54 0.41 -0.94
C -0.13 -3.82 6.12 -0.55
H -0.38 -8.18 -1.27 0.31
H 0.21 -1.96 -0.97 0.33
H 0.65 -3.75 6.88 0.37
H -3.80 -6.66 0.35 0.36
H -2.11 -8.49 -1.63 0.24
H 2.06 -1.69 1.89 0.37
H 0.80 -1.73 3.13 0.21
H 1.59 -2.80 -0.23 0.35
H -3.47 -3.22 5.68 0.35
H 0.03 -3.62 -0.36 0.07
H -2.92 -4.10 3.41 0.30
H -3.15 -7.90 1.45 0.33
H 0.90 -0.35 2.02 0.30
H -2.52 -5.53 1.98 0.20
H 1.18 -4.67 4.62 0.32
H -1.68 -3.02 7.42 0.36
H -0.08 -6.05 0.10 0.35
H -1.35 -6.94 -2.08 0.36
H 0.53 -5.01 2.26 0.28
H -3.51 -8.32 -0.25 0.29
```

## Properties
Gap between HOMO and LUMO (eV): 4.490
ΔE to the lowest compared entry with this formula, charge and spin (eV): 7.3059
Charge: 0
HOMO (eV): -5.92


(3)
# C9H14N2O10P2SbSe4Y

A structure of composition C9H14N2O10P2SbSe4Y at a distorted geometry (ωB97M-V/def2-TZVPD, the Open Molecules 2025 dataset).

Geometry as XYZ:
```
43
Properties=species:S:1:pos:R:3:mulliken_charge:R:1
Sb -5.17 -4.02 3.90 0.60
Y -0.40 -0.33 0.53 0.94
Se -6.35 -4.96 1.87 -0.50
Se -5.80 -1.52 4.49 -0.57
Se -1.55 -2.68 0.91 -0.80
Se -3.47 -5.45 5.18 -0.54
P 0.10 2.18 -1.54 0.65
P 2.53 0.68 -0.83 0.86
O 3.70 -0.06 -1.56 -0.55
O -0.77 0.91 -1.37 -0.72
O -0.14 3.30 -2.50 -0.86
O 1.49 -0.36 -0.47 -0.65
O 1.80 -1.97 -3.25 -0.69
O 0.25 2.51 0.00 -0.27
O 0.27 -3.11 -4.21 -0.65
O -5.20 0.81 -2.85 -0.20
O 0.36 -1.04 -4.63 -0.67
O 2.91 1.57 0.30 -0.85
N 0.74 -2.04 -3.98 1.02
N 1.11 0.45 -3.03 -0.61
C 1.29 -0.10 3.44 -0.10
C 0.62 -1.02 4.23 -0.52
C 0.60 0.92 2.84 -0.62
C -0.74 -0.95 4.37 -0.40
C -0.78 0.96 2.93 -0.56
C -1.48 0.02 3.69 -0.28
C 1.66 1.47 -2.23 1.19
C 2.44 2.47 -3.09 -1.82
C -4.10 0.78 -3.09 0.18
H -2.55 -0.01 3.70 0.42
H 1.13 -1.82 4.67 0.45
H 1.56 -0.54 -2.97 0.37
H 1.74 3.09 -3.67 0.44
H 1.04 0.61 -4.03 0.40
H -1.34 1.71 2.36 0.50
H 3.10 3.10 -2.52 0.41
H 3.02 1.93 -3.81 0.49
H 3.34 -0.97 -1.62 0.36
H 2.38 -0.14 3.26 0.41
H 1.19 1.58 2.19 0.48
H -1.26 -1.70 4.94 0.39
H 0.15 0.29 -2.75 0.59
H 0.57 3.44 0.17 0.27
```

## Properties
Gap between HOMO and LUMO (eV): 5.177
ΔE to the lowest compared entry with this formula, charge and spin (eV): 2.0545
Charge: -2
HOMO (eV): -1.79


> Which value of gap between HOMO and LUMO does entry 3 give?

5.177 eV